1.
ORCA calculation (ωB97M-V with the def2-TZVPD basis set) on an isolated ion of composition C15H16F4IN2O3 and charge +1 in a non-equilibrium geometry.

Structure (XYZ):
```
41
C15H16F4IN2O3 (ωB97M-V with the def2-TZVPD basis set)
C -3.9816 -1.3552 -4.1916
C -3.6540 -1.5335 -2.8067
O -2.9822 -0.5597 -1.9798
C -1.5637 -0.6460 -2.0895
O -1.0869 -1.3724 -3.0133
C -0.5340 0.1393 -1.1634
C -0.6508 1.6789 -0.8163
C 0.4239 2.3281 0.1091
C 0.4204 3.8723 0.5596
F -0.6363 4.6268 0.0083
F 1.7300 4.3716 0.1965
C 0.4126 3.8537 2.1946
F 1.7502 3.9728 2.7186
F -0.3846 4.9143 2.7132
N 1.5469 1.5417 0.6263
C 1.7029 0.1349 0.3461
C 3.0057 -0.5682 1.0136
C 4.2714 0.0865 0.2168
O 4.2206 -0.0331 -1.0437
I 5.9149 1.1345 1.1632
C 0.6805 -0.6355 -0.5387
N 0.8196 -2.0714 -0.7870
C -0.1086 -2.8507 0.0993
C -0.2037 -2.3260 1.6183
C -1.5153 -1.3873 1.8976
H -5.0494 -1.4695 -4.5975
H -3.1908 -1.0231 -4.9632
H -3.9970 -2.5051 -2.3192
H -1.5156 2.3032 -1.2372
H -0.0148 2.8695 2.6075
H 2.2412 2.0117 1.2445
H 2.9852 -1.7044 0.8792
H 3.0506 -0.2681 2.1257
H 1.7949 -2.3908 -0.7143
H 0.2191 -3.9580 0.1020
H -1.1548 -2.8050 -0.3595
H -0.3775 -3.2638 2.2788
H 0.7454 -1.8322 2.0195
H -1.9463 -1.5404 2.9437
H -2.2842 -1.4397 1.0541
H -1.1038 -0.3005 1.8848
```

Properties
- HOMO energy (eV) = -11.619
- E (eV) = -43891.781
- 2S+1 = 1
- SMILES string = C=COC(=O)c1cc(C(F)(F)C(F)F)[nH+]c(CC(=O)I)c1NCCC
- total charge = +1

Löwdin atomic charge list, values in e, 4 entries: number 1, C, carries 0.0515; number 2, C, carries -0.1564; number 3, O, carries -0.0254; number 4, C, carries -0.3198

2.
ORCA calculation (ωB97M-V with the def2-TZVPD basis set) on one molecule with the formula C5H10NP in a non-equilibrium geometry.

Structure (XYZ):
```
17
C5H10NP (ωB97M-V with the def2-TZVPD basis set)
C -0.6884 -0.2923 2.4857
C -0.6556 -0.0471 -0.7829
C -1.3038 1.2938 -0.9265
C 1.9806 -0.4666 -0.6928
C 0.7395 -0.1142 0.1749
N -1.2343 -1.0358 -1.2811
P 0.2813 -1.3837 1.5326
H -0.9887 -0.6525 3.5264
H -0.9502 0.6816 2.1498
H -1.9867 1.5359 -0.0910
H -0.3133 1.9337 -0.8053
H -1.7116 1.3245 -2.0176
H 1.6596 -1.2013 -1.4316
H 2.3146 0.3742 -1.1783
H 2.7351 -0.8978 -0.0859
H 1.0123 0.9436 0.5621
H -0.8905 -1.9959 -1.1386
```

Properties
- HOMO energy (spin up / spin down) (eV) = -6.719 / -9.240
- E (eV) = -16120.851
- expectation value of S² = 2.007
- energy relative to the best compared isomer or geometry (same formula, charge and spin) (kJ/mol) = 147.4
- 2S+1 = 3
- total charge = 0

Löwdin atomic charge list, values in e, 4 entries: number 1, C, carries -0.3322; number 2, C, carries -0.4859; number 3, C, carries -0.0738; number 4, C, carries -0.1374

3.
ORCA calculation (ωB97M-V with the def2-TZVPD basis set) on C28H35CuN5P2S as an isolated structure in a non-equilibrium geometry.

Structure (XYZ):
```
72
C28H35CuN5P2S (ωB97M-V with the def2-TZVPD basis set)
Cu -0.6333 -2.4874 -3.2203
C -1.2639 2.2447 -0.8110
C -1.7101 1.5386 -1.8422
C -1.1204 1.3945 -3.2151
C 0.1166 0.4941 -3.4305
C 1.3518 0.7560 -2.6006
C 1.5334 1.8763 -1.8998
C 0.7890 3.1556 -2.0126
C -0.3083 3.3640 -0.9312
C 1.7729 -2.8910 0.0709
H -1.5504 1.9919 0.2098
H -2.5726 0.8717 -1.7123
H -0.9409 2.3648 -3.7177
H -1.9109 0.8865 -3.7721
H -0.2418 -0.5780 -3.3468
H 0.4019 0.5917 -4.4990
H 2.1476 0.0179 -2.6056
H 2.4369 2.0170 -1.2986
H 0.3543 3.3214 -2.9980
H 1.5111 3.9487 -1.8346
H 0.2317 3.4500 0.0360
H -0.7763 4.3590 -1.0829
H 1.2208 -2.6169 1.0013
H 2.7120 -2.3209 -0.0019
H 1.9386 -3.9739 0.0076
P 1.3468 -1.0364 -7.4679
P -1.9762 -0.6532 -7.3724
N 2.7504 0.0203 -7.6531
N 2.1138 -2.3435 -8.4531
N -2.1428 1.1188 -7.5710
N -3.6112 -1.0095 -7.9779
C 0.3855 -0.2493 -8.8604
C -1.0253 -0.8296 -8.9664
C 3.5920 0.3480 -6.5971
C 4.6446 1.1167 -7.0938
C 4.4359 1.2738 -8.5019
C 3.2636 0.5931 -8.8137
C 2.2591 -3.6634 -8.0057
C 2.7440 -4.4519 -9.0318
C 2.9101 -3.6044 -10.1768
C 2.5259 -2.3277 -9.7944
C -1.7409 1.9561 -6.5242
C -1.8163 3.2713 -6.9580
C -2.2145 3.2518 -8.3231
C -2.3392 1.9271 -8.6820
C -4.4394 -0.3859 -8.9238
C -5.5304 -1.2247 -9.1825
C -5.3599 -2.4028 -8.3786
C -4.1776 -2.2524 -7.6706
H 0.8906 -0.4017 -9.8278
H 0.3605 0.8376 -8.6794
H -1.5666 -0.3406 -9.7921
H -0.9889 -1.9076 -9.1826
H 3.3796 -0.0217 -5.6079
H 5.4907 1.4931 -6.5291
H 5.0866 1.7626 -9.2167
H 2.7735 0.4804 -9.7718
H 1.9698 -3.9042 -6.9894
H 2.9445 -5.5182 -8.9949
H 3.2490 -3.8897 -11.1714
H 2.4798 -1.4227 -10.3850
H -1.3977 1.5045 -5.6200
H -1.5930 4.1500 -6.3502
H -2.3815 4.1108 -8.9688
H -2.5210 1.5096 -9.6717
H -4.2193 0.5769 -9.3274
H -6.3458 -1.0177 -9.8640
H -6.0279 -3.2511 -8.3392
H -3.6741 -2.9074 -6.9759
S 0.8415 -2.3380 -1.4532
C -0.1929 -1.2513 -0.6357
N -0.6450 -0.4725 0.1003
```

Properties
- HOMO energy (spin up / spin down) (eV) = -6.295 / -8.278
- E (eV) = -111101.004
- expectation value of S² = 0.752
- 2S+1 = 2
- total charge = 0

Löwdin atomic charge list, values in e, 4 entries: number 1, Cu, carries 0.0944; number 2, C, carries -0.1491; number 3, C, carries -0.1178; number 4, C, carries -0.2167

4.
ORCA calculation (ωB97M-V with the def2-TZVPD basis set) on C18H37Cl5N7O4P2Sm as an isolated structure in a non-equilibrium geometry.

Structure (XYZ):
```
74
C18H37Cl5N7O4P2Sm (ωB97M-V with the def2-TZVPD basis set)
Sm 0.8304 -0.5904 1.0390
N 1.0488 -1.8682 3.3176
C 2.1377 -2.8664 3.3010
C 3.3287 -2.3723 2.4998
N 3.0145 -1.9715 1.1051
C 3.0382 -3.0447 0.0937
C 1.7949 -3.9157 0.1293
N 0.5591 -3.0949 0.1209
H 1.3438 -1.0759 3.8870
H 0.2298 -2.2578 3.7738
H 1.7343 -3.7943 2.8997
H 2.4923 -3.0963 4.3088
H 4.1075 -3.1416 2.5067
H 3.7397 -1.4890 2.9911
H 3.7241 -1.2906 0.8500
H 3.9209 -3.6824 0.2100
H 3.1198 -2.5622 -0.8835
H 1.7847 -4.5366 1.0228
H 1.8204 -4.6093 -0.7136
H -0.2083 -3.6230 0.5236
H 0.2798 -2.9159 -0.8411
C -4.4906 -0.7534 -1.5830
N -3.4724 -1.1929 -0.6212
C -3.9857 -2.1992 0.3186
P -2.3758 -0.0996 -0.1091
O -1.4582 -0.7369 0.9092
O -1.6054 0.2945 -1.4575
P -0.1665 0.2412 -2.1668
O 0.8846 -0.3529 -1.2552
N -0.4408 -0.7558 -3.4270
C 0.7473 -1.1228 -4.2147
C -1.6606 -0.7320 -4.2378
N 0.1986 1.7772 -2.5123
C -0.7068 2.5636 -3.3563
C 1.4965 2.4131 -2.2719
N -2.9030 1.3347 0.4331
C -3.4521 2.3824 -0.4325
C -3.1725 1.5619 1.8591
H -5.3712 -0.3559 -1.0715
H -4.7940 -1.6026 -2.1936
H -4.0994 0.0209 -2.2412
H -4.8285 -1.8113 0.8963
H -3.1988 -2.5166 0.9969
H -4.3240 -3.0608 -0.2552
H 1.6302 -1.1611 -3.5798
H 0.9177 -0.4132 -5.0281
H 0.5854 -2.1126 -4.6395
H -2.5219 -0.4718 -3.6298
H -1.8243 -1.7278 -4.6482
H -1.5739 -0.0246 -5.0663
H -1.6615 2.0545 -3.4890
H -0.2672 2.7321 -4.3411
H -0.8965 3.5275 -2.8830
H 2.0916 1.8089 -1.5929
H 1.3347 3.3929 -1.8216
H 2.0348 2.5340 -3.2131
H -3.1940 2.2036 -1.4736
H -3.0284 3.3423 -0.1344
H -4.5383 2.4326 -0.3394
H -2.7251 0.7760 2.4619
H -4.2475 1.5887 2.0435
H -2.7355 2.5184 2.1469
Cl 2.8357 6.2987 3.5681
C 2.6453 4.6358 3.2109
C 1.6465 4.2221 2.3325
Cl 0.5844 5.3504 1.6008
C 1.5309 2.8684 2.0594
Cl 0.2580 2.2722 1.0056
C 2.3622 1.8927 2.6089
O 2.1892 0.6269 2.2948
C 3.3441 2.3281 3.5052
Cl 4.3631 1.1410 4.2158
C 3.4868 3.6809 3.7978
Cl 4.7114 4.1846 4.8796
```

Properties
- HOMO energy (spin up / spin down) (eV) = -12.879 / -12.886
- E (eV) = -136977.594
- expectation value of S² = 8.758
- 2S+1 = 6
- total charge = +2

Löwdin atomic charge list, values in e, 4 entries: number 1, Sm, carries 1.6678; number 2, N, carries -0.0530; number 3, C, carries -0.2191; number 4, C, carries -0.1834

5.
ORCA calculation (ωB97M-V with the def2-TZVPD basis set) on a 2-piece molecular cluster, C9H14OS overall in a non-equilibrium geometry.

Structure (XYZ):
```
25
C9H14OS (ωB97M-V with the def2-TZVPD basis set)
C 1.8046 -1.6163 0.0125
C 1.5059 -0.1224 0.0973
C 2.5401 0.7455 -0.2852
C 2.3151 2.1238 -0.2362
C 1.1049 2.6063 0.2311
O 0.8298 3.9671 0.2061
C 0.1401 1.7396 0.7501
C 0.3006 0.3706 0.5860
H 2.3743 -1.9245 -0.8732
H 0.9044 -2.1476 -0.3027
H 2.3059 -1.9801 0.9135
H 3.4277 0.2609 -0.6148
H 3.1648 2.7801 -0.4348
H 0.3020 4.1204 1.0149
H -0.7680 2.2547 1.0780
H -0.1986 -0.3348 1.2405
C -2.8891 0.0235 -0.8670
S -2.3851 -1.7147 -1.2454
C -2.0984 -2.8270 0.1112
H -3.1482 0.3011 -1.9064
H -3.5646 0.1328 -0.0147
H -1.9840 0.5963 -0.6190
H -2.3277 -2.4561 1.1035
H -1.0272 -3.1650 0.1560
H -2.6293 -3.7340 -0.1013
```

Properties
- HOMO energy (eV) = -8.275
- E (eV) = -22441.397
- energy relative to the best compared isomer or geometry (same formula, charge and spin) (kJ/mol) = 120.6
- 2S+1 = 1
- SMILES string = Cc1ccc(O)cc1.CSC
- total charge = 0

Löwdin atomic charge list, values in e, 4 entries: number 1, C, carries -0.0522; number 2, C, carries -0.2713; number 3, C, carries -0.0313; number 4, C, carries -0.0082

6.
ORCA calculation (ωB97M-V with the def2-TZVPD basis set) on a 2-piece molecular cluster, C5H6Cl2O overall in a non-equilibrium geometry.

Structure (XYZ):
```
14
C5H6Cl2O (ωB97M-V with the def2-TZVPD basis set)
C 0.5889 1.6324 -1.0031
C -0.1894 -2.1991 1.0306
C -0.5355 0.6652 -0.7933
C 0.2761 -1.5669 -0.1834
C -0.1339 1.7476 0.2716
O -0.7154 -2.5341 -0.2260
Cl -1.2028 3.0665 0.6461
Cl 0.5695 1.0753 1.7118
H 1.5593 1.1995 -0.9273
H 0.5944 2.5583 -1.7556
H 0.3441 -3.0034 1.5396
H -0.8157 -1.5769 1.6544
H -1.6037 0.6643 -1.2552
H 1.2641 -1.7287 -0.7103
```

Properties
- HOMO energy (spin up / spin down) (eV) = -8.917 / -8.917
- E (eV) = -32368.454
- energy relative to the best compared isomer or geometry (same formula, charge and spin) (kJ/mol) = 547.3
- 2S+1 = 1
- total charge = 0

Löwdin atomic charge list, values in e, 4 entries: number 1, C, carries -0.2479; number 2, C, carries -0.1850; number 3, C, carries -0.0801; number 4, C, carries -0.0874

7.
ORCA calculation (ωB97M-V with the def2-TZVPD basis set) on C29H40N5O9P2SSiTa as an isolated structure in a non-equilibrium geometry.

Structure (XYZ):
```
88
C29H40N5O9P2SSiTa (ωB97M-V with the def2-TZVPD basis set)
Ta 0.5337 -0.4527 0.9512
O 1.5444 2.1216 2.7691
P 2.6134 0.9461 2.7067
O 3.6286 0.9225 3.7343
O 1.6573 -0.3264 2.5470
O 3.1084 1.0283 1.1824
P 3.6000 -0.2042 0.2393
O 4.3788 -1.1592 1.2136
O 4.2636 0.2858 -0.9560
O 2.2326 -0.9489 0.0380
H 1.8435 2.8681 3.3070
H 5.3433 -1.1013 1.1640
C 1.3718 -2.7924 3.7527
Si 0.2697 -3.4885 2.4322
C 1.1723 -4.8605 1.5397
C -1.3145 -3.9949 3.3149
N -0.2160 -2.2404 1.0918
C -0.8635 -2.8999 -0.0047
C -1.4602 -4.1619 0.0300
C -2.0096 -4.7103 -1.1180
C -1.9695 -4.0262 -2.3223
C -1.3676 -2.7800 -2.3881
C -0.8249 -2.2560 -1.2304
O -0.2181 -1.0043 -1.1750
C 0.3350 -0.5607 -2.4129
C -0.3627 0.4121 -3.1059
C 0.1257 0.8181 -4.3405
C 1.2884 0.2516 -4.8479
C 1.9656 -0.7228 -4.1283
C 1.4870 -1.1475 -2.8949
H 1.4487 -3.6526 4.4318
H 0.9631 -1.9702 4.3346
H 2.3815 -2.5466 3.4341
H 2.1509 -4.9886 2.0059
H 1.3368 -4.6527 0.4823
H 0.6449 -5.8122 1.6088
H -1.4616 -3.3436 4.1803
H -1.1752 -5.0028 3.7139
H -2.2345 -4.0028 2.7347
H -1.5048 -4.7407 0.9372
H -2.4643 -5.6898 -1.0679
H -2.3969 -4.4630 -3.2136
H -1.3059 -2.2347 -3.3192
H -1.2782 0.8147 -2.6920
H -0.4130 1.5615 -4.9131
H 1.6626 0.5626 -5.8139
H 2.8674 -1.1648 -4.5284
H 1.9893 -1.9215 -2.3333
C -2.3791 1.1581 4.2069
S -1.6636 -0.2859 3.4435
C -3.1271 -1.0281 2.7337
O -0.9194 0.3190 2.2250
H -2.8897 1.7492 3.4495
H -1.5741 1.7159 4.6793
H -3.0789 0.8099 4.9673
H -3.6424 -1.5600 3.5335
H -2.7792 -1.7375 1.9844
H -3.7592 -0.2664 2.2838
N 0.4840 1.3397 -0.1782
C 0.9444 2.2331 -0.7749
N 1.4573 3.1964 -1.4248
C 1.0323 4.6129 -1.2323
C 2.2232 5.5246 -1.5140
C 3.5066 4.9049 -0.9740
C 3.8652 3.6081 -1.7191
C 2.6307 2.9424 -2.3185
H 0.7011 4.7131 -0.1980
H 0.1922 4.8097 -1.8988
H 2.0237 6.4898 -1.0489
H 2.3070 5.7135 -2.5860
H 3.3784 4.6954 0.0924
H 4.3261 5.6177 -1.0440
H 4.3614 2.9041 -1.0542
H 4.5601 3.8096 -2.5357
H 2.7465 1.8650 -2.4283
H 2.3534 3.3598 -3.2864
N -7.1457 2.8632 -1.6413
C -6.1664 2.3557 -1.3260
C -4.9405 1.7208 -0.9334
C -4.6938 0.3919 -1.2600
C -3.4895 -0.1676 -0.8618
N -2.5571 0.4980 -0.1784
C -2.8121 1.7688 0.1337
C -3.9770 2.4282 -0.2190
H -5.4200 -0.1901 -1.8091
H -3.2678 -1.1999 -1.1078
H -2.0431 2.2872 0.6970
H -4.1356 3.4623 0.0516
```

Properties
- HOMO energy (eV) = -14.023
- E (eV) = -95440.083
- energy relative to the best compared isomer or geometry (same formula, charge and spin) (kJ/mol) = 118.0
- 2S+1 = 1
- total charge = +2

Löwdin atomic charge list, values in e, 4 entries: number 1, Ta, carries 1.8707; number 2, O, carries -0.1041; number 3, P, carries 0.2779; number 4, O, carries -0.1752

8.
ORCA calculation (ωB97M-V with the def2-TZVPD basis set) on a 2-piece molecular cluster, C4H9N overall in a non-equilibrium geometry.

Structure (XYZ):
```
14
C4H9N (ωB97M-V with the def2-TZVPD basis set)
C -0.7975 5.0046 0.7117
C 0.3112 4.4690 0.1838
N 0.4645 3.5234 -0.8359
H -1.8083 4.9826 0.3332
H -0.6209 5.6492 1.5574
H 1.2227 4.9856 0.4778
H 0.7890 3.8477 -1.7379
H -0.2986 2.8735 -0.9552
C 0.0724 -6.4941 0.2225
C 0.1595 -5.2064 -0.1372
H 1.0110 -7.0321 0.3656
H -0.8078 -7.0901 0.4152
H 1.0846 -4.6646 -0.0582
H -0.7818 -4.8484 -0.5427
```

Properties
- HOMO energy (eV) = -8.602
- E (eV) = -5781.714
- energy relative to the best compared isomer or geometry (same formula, charge and spin) (kJ/mol) = 202.4
- 2S+1 = 1
- SMILES string = C=CN.C=C
- total charge = 0

Löwdin atomic charge list, values in e, 4 entries: number 1, C, carries -0.0215; number 2, C, carries -0.3121; number 3, N, carries 0.0144; number 4, H, carries 0.0436